[1]
Below is a structure of composition C51H43MgN2O4P2S2, with properties calculated with ωB97M-V with the def2-TZVPD basis set.

HOMO energy (spin up / spin down) = -6.40 / -7.49 eV
Molar mass = 898.3 g mol⁻¹
Orbital gap (spin up / spin down) = 6.43 / 7.34 eV
<S²> = 0.78

Geometry as ORCA input:
```
! wB97M-V def2-TZVPD RIJCOSX def2/J DEFGRID3
* xyz 0 2
Mg -1.100 1.226 -0.307
O 2.939 -1.690 -1.896
S 2.051 -1.435 -0.724
C 1.539 0.289 -1.005
C 1.250 0.622 -2.453
C 1.459 2.125 -2.859
C 1.984 2.983 -1.746
C 2.042 2.613 -0.473
C 1.834 1.213 -0.069
P 2.139 0.704 1.685
C 0.688 1.383 2.581
C 0.156 2.768 2.349
C -0.768 3.183 3.501
C -0.290 2.872 4.861
C 0.385 1.679 5.045
C 0.757 0.900 3.965
C 3.479 1.890 2.081
C 4.674 1.763 1.371
C 5.751 2.590 1.641
C 5.656 3.548 2.643
C 4.480 3.670 3.366
C 3.394 2.849 3.086
C 0.537 -2.355 -1.086
C 0.393 -2.875 -2.358
C -0.762 -3.577 -2.682
C -1.743 -3.763 -1.720
C -1.552 -3.298 -0.423
C -0.397 -2.605 -0.077
P 0.041 -2.060 1.625
C 1.196 -3.421 2.040
C 2.229 -3.145 2.931
C 3.128 -4.136 3.300
C 3.011 -5.411 2.769
C 1.991 -5.694 1.870
C 1.089 -4.705 1.508
C -1.458 -2.500 2.572
C -2.536 -1.616 2.511
C -3.683 -1.841 3.252
C -3.758 -2.945 4.092
C -2.683 -3.817 4.179
C -1.539 -3.599 3.422
H 1.927 0.005 -3.054
H 2.188 2.144 -3.672
H 2.238 3.997 -2.034
H 2.350 3.316 0.288
H 0.731 3.512 1.807
H -1.180 4.182 3.392
H -0.603 3.477 5.700
H 0.610 1.334 6.047
H 1.209 -0.068 4.141
H 4.759 1.009 0.594
H 6.668 2.484 1.075
H 6.498 4.193 2.860
H 4.401 4.412 4.151
H 2.481 2.957 3.656
H 1.193 -2.727 -3.073
H -0.892 -3.978 -3.679
H -2.646 -4.308 -1.964
H -2.296 -3.507 0.337
H 2.345 -2.144 3.321
H 3.929 -3.905 3.991
H 3.717 -6.183 3.047
H 1.898 -6.686 1.448
H 0.297 -4.938 0.805
H -2.468 -0.726 1.893
H -4.506 -1.141 3.191
H -4.648 -3.119 4.683
H -2.731 -4.673 4.840
H -0.711 -4.292 3.496
C -2.917 5.619 -6.169
O -2.985 5.026 -4.888
C -1.897 4.323 -4.462
C -0.810 4.011 -5.279
C 0.231 3.283 -4.724
C 0.226 2.836 -3.410
C -0.157 0.207 -2.846
C -0.452 -0.047 -4.289
O -1.032 0.051 -2.003
C -0.882 3.157 -2.584
O -0.937 2.761 -1.339
C -1.928 3.903 -3.143
H -3.797 6.251 -6.258
H -2.935 4.864 -6.960
H -2.019 6.233 -6.277
H -0.766 4.315 -6.313
H 1.088 3.049 -5.348
H 0.306 0.380 -4.941
H -1.432 0.357 -4.536
H -0.477 -1.130 -4.431
H -2.783 4.152 -2.527
N -3.522 3.272 -0.011
C -4.053 2.026 -0.006
C -5.410 1.817 0.315
C -5.945 0.567 0.160
C -5.143 -0.478 -0.315
C -3.820 -0.205 -0.551
N -3.260 1.004 -0.364
H -3.939 3.970 0.580
H -2.542 3.379 -0.244
H -6.009 2.652 0.651
H -6.988 0.394 0.391
H -5.535 -1.471 -0.474
H -3.144 -0.983 -0.886
S -2.014 1.899 2.926
C -0.647 1.641 1.743
*
```

[2]
Below is a structure of composition C51H43MnN3O4P2S3 in a non-equilibrium geometry, with properties calculated with ωB97M-V with the def2-TZVPD basis set.

HOMO energy (spin up / spin down) = -3.58 / -3.89 eV
Molar mass = 975.0 g mol⁻¹
Orbital gap (spin up / spin down) = 5.95 / 6.27 eV
<S²> = 6.45

Geometry as ORCA input:
```
! wB97M-V def2-TZVPD RIJCOSX def2/J DEFGRID3
* xyz -1 5
Mn -0.863 0.991 0.962
S 1.125 0.795 -0.559
C 1.013 2.386 -0.018
N -0.104 3.038 0.158
C 0.088 4.397 0.257
C -0.901 5.375 0.350
C -0.539 6.709 0.424
C 0.798 7.094 0.388
C 1.798 6.142 0.269
C 1.438 4.806 0.209
S 2.468 3.415 0.016
H -1.943 5.097 0.341
H -1.310 7.463 0.505
H 1.060 8.142 0.445
H 2.840 6.427 0.209
O -0.910 -4.280 0.481
C -1.243 -3.640 1.657
C -1.108 -4.315 2.870
C -1.463 -3.711 4.060
C -1.945 -2.417 4.065
C -2.074 -1.738 2.871
C -1.756 -2.327 1.641
P -1.962 -1.127 0.259
C -1.742 -1.913 -1.392
C -1.081 -1.183 -2.374
C -1.032 -1.645 -3.682
C -1.644 -2.839 -4.016
C -2.326 -3.562 -3.045
C -2.397 -3.092 -1.746
C -3.804 -1.173 0.091
C -4.339 -0.616 -1.074
C -5.695 -0.693 -1.337
C -6.546 -1.327 -0.441
C -6.028 -1.865 0.724
C -4.667 -1.794 0.991
C 0.092 -5.246 0.565
C -0.280 -6.545 0.899
C 0.682 -7.535 0.986
C 2.009 -7.238 0.736
C 2.379 -5.956 0.376
C 1.433 -4.937 0.281
P 1.871 -3.216 -0.223
C 3.330 -3.094 0.889
C 3.005 -3.082 2.246
C 3.994 -2.971 3.205
C 5.323 -2.860 2.821
C 5.651 -2.859 1.476
C 4.660 -2.975 0.509
C 2.586 -3.649 -1.864
C 2.136 -4.769 -2.566
C 2.583 -5.027 -3.852
C 3.472 -4.163 -4.470
C 3.900 -3.029 -3.797
C 3.456 -2.767 -2.510
H -0.698 -5.314 2.878
H -1.344 -4.253 4.989
H -2.189 -1.928 4.998
H -2.394 -0.702 2.873
H -0.615 -0.242 -2.115
H -0.512 -1.068 -4.436
H -1.610 -3.202 -5.036
H -2.824 -4.487 -3.309
H -2.968 -3.633 -1.004
H -3.683 -0.118 -1.775
H -6.089 -0.265 -2.251
H -7.605 -1.396 -0.654
H -6.687 -2.357 1.431
H -4.278 -2.232 1.899
H -1.322 -6.768 1.084
H 0.391 -8.541 1.257
H 2.759 -8.015 0.818
H 3.417 -5.734 0.162
H 1.964 -3.133 2.541
H 3.726 -2.955 4.254
H 6.101 -2.764 3.569
H 6.686 -2.767 1.170
H 4.935 -2.968 -0.536
H 1.417 -5.436 -2.109
H 2.226 -5.903 -4.381
H 3.813 -4.359 -5.479
H 4.573 -2.334 -4.283
H 3.759 -1.856 -2.019
S 0.454 0.043 2.367
C -5.428 4.001 -2.646
C -4.803 4.505 -1.346
C -4.543 3.436 -0.260
C -5.830 2.599 -0.011
C -5.836 1.744 1.255
C -4.238 4.176 1.035
O -4.746 5.233 1.347
N -3.368 3.536 1.875
C -2.598 2.426 1.526
O -1.871 1.932 2.411
N -2.631 1.937 0.296
C -3.403 2.485 -0.684
O -3.235 2.195 -1.853
H -5.489 4.825 -3.358
H -6.433 3.613 -2.480
H -4.815 3.215 -3.075
H -5.447 5.267 -0.906
H -3.844 4.978 -1.575
H -5.972 1.944 -0.871
H -6.668 3.300 0.037
H -4.993 1.054 1.273
H -6.749 1.151 1.291
H -5.803 2.361 2.154
H -3.155 3.963 2.766
*
```

[3]
Below is a structure of composition C51H43MnN7O5S2 in a non-equilibrium geometry, with properties calculated with ωB97M-V with the def2-TZVPD basis set.

Relative energy (zero: lowest compared OMol25 entry of this formula, charge and spin) = 0.0 kJ/mol
HOMO energy (spin up / spin down) = -2.40 / -3.28 eV
Molar mass = 953.0 g mol⁻¹
Orbital gap (spin up / spin down) = 6.07 / 6.96 eV
<S²> = 8.76

Geometry as ORCA input:
```
! wB97M-V def2-TZVPD RIJCOSX def2/J DEFGRID3
* xyz -2 6
Mn 0.065 0.517 0.779
O -2.669 1.378 3.988
C -1.767 1.414 3.091
N -1.683 0.721 1.985
C -2.704 -0.259 1.750
C -2.440 -1.024 0.446
C -3.430 -1.559 -0.293
C -3.086 -2.312 -1.403
C -1.766 -2.590 -1.677
C -0.799 -1.889 -0.945
N -1.168 -1.161 0.089
C -0.582 2.360 3.259
C -0.430 3.040 4.479
C 0.637 3.882 4.663
C 1.583 4.023 3.632
C 1.381 3.349 2.456
N 0.340 2.513 2.305
H -3.701 0.255 1.703
H -2.813 -1.012 2.474
H -4.447 -1.305 -0.090
H -3.925 -2.667 -2.000
H -1.455 -3.158 -2.552
H 0.255 -1.918 -1.148
H -1.177 2.850 5.280
H 0.798 4.359 5.611
H 2.456 4.649 3.734
H 2.047 3.463 1.621
C -4.882 3.132 -4.718
C -3.588 3.880 -4.465
C -3.333 5.077 -5.070
C -2.176 5.772 -4.922
C -1.258 5.360 -3.973
C -1.455 4.169 -3.348
C -2.604 3.367 -3.623
N -2.691 2.062 -3.127
C -1.826 1.611 -2.056
N -0.703 1.033 -2.546
C 0.681 1.464 -2.282
C 1.132 1.513 -0.989
C 2.436 2.030 -0.839
C 3.156 2.557 -1.934
C 2.607 2.485 -3.209
C 1.355 1.917 -3.410
C 0.822 1.856 -4.831
N -2.103 1.738 -0.820
C -3.342 2.188 -0.429
C -4.464 1.516 -0.944
C -5.753 1.931 -0.701
C -5.949 3.023 0.155
C -4.806 3.651 0.700
C -3.496 3.306 0.392
C -2.309 4.121 0.861
H -5.681 3.634 -5.290
H -5.293 2.786 -3.755
H -4.748 2.188 -5.266
H -4.051 5.414 -5.860
H -1.998 6.656 -5.512
H -0.379 5.919 -3.739
H -0.724 3.786 -2.629
H -3.614 1.657 -3.057
H -0.862 0.933 -3.494
H 2.907 1.964 0.140
H 4.080 3.037 -1.819
H 3.114 2.890 -4.059
H 1.574 2.159 -5.564
H -0.025 2.487 -4.933
H 0.550 0.857 -5.143
H -4.317 0.687 -1.595
H -6.580 1.396 -1.108
H -6.960 3.414 0.310
H -4.920 4.531 1.310
H -1.968 3.961 1.898
H -2.515 5.189 0.661
H -1.448 3.888 0.256
O 1.661 -4.292 -4.102
C 1.797 -4.659 -2.959
N 1.685 -3.933 -1.800
S 2.010 -4.739 -0.508
O 3.379 -4.619 0.004
O 0.959 -4.613 0.504
C 1.993 -6.381 -1.229
C 1.903 -7.649 -0.686
C 2.029 -8.729 -1.556
C 2.221 -8.504 -2.926
C 2.178 -7.226 -3.483
C 2.009 -6.134 -2.597
H 1.834 -7.772 0.386
H 1.960 -9.781 -1.245
H 2.430 -9.314 -3.585
H 2.251 -7.012 -4.547
C 5.006 -4.368 7.738
C 6.385 -3.822 7.582
O 7.217 -3.764 8.475
S 6.866 -3.522 5.865
C 5.408 -2.822 5.118
C 4.779 -3.493 4.071
C 3.767 -2.935 3.308
C 3.297 -1.636 3.587
C 3.939 -0.964 4.644
C 4.921 -1.529 5.413
C 2.218 -1.036 2.845
C 1.423 -0.437 2.144
H 4.943 -4.949 8.679
H 4.719 -4.963 6.856
H 4.306 -3.572 7.802
H 5.085 -4.490 3.718
H 3.295 -3.517 2.510
H 3.645 0.049 4.834
H 5.375 -0.987 6.284
*
```

[4]
Below is a structure of composition C51H47LuN12O6S in a non-equilibrium geometry, with properties calculated with ωB97M-V with the def2-TZVPD basis set.

HOMO energy (spin up / spin down) = -0.91 / -0.91 eV
Molar mass = 1131.0 g mol⁻¹
Orbital gap (spin up / spin down) = 4.31 / 4.32 eV

Geometry as ORCA input:
```
! wB97M-V def2-TZVPD RIJCOSX def2/J DEFGRID3
* xyz -2 1
Lu -1.136 1.916 0.425
N -6.925 2.636 6.712
C -6.094 2.924 5.672
C -4.954 3.660 5.883
C -4.150 4.006 4.821
C -4.499 3.474 3.550
C -5.624 2.729 3.269
C -6.465 2.494 4.331
S -3.415 3.986 2.199
O -3.140 5.360 2.369
O -4.044 3.650 0.927
N -2.102 3.075 2.305
C -0.904 3.178 3.130
N -0.784 4.241 4.108
C 0.157 5.124 3.991
C 0.995 5.174 2.916
C 1.028 4.069 2.086
N 0.069 3.148 2.143
H -6.820 3.169 7.594
H -7.653 1.963 6.794
H -4.617 3.980 6.875
H -3.250 4.659 4.908
H -5.936 2.336 2.254
H -7.263 1.755 4.364
H 0.275 5.832 4.818
H 1.852 5.860 2.745
H 1.793 4.000 1.305
N 5.241 6.382 -6.910
C 4.858 5.734 -6.024
C 4.257 4.986 -4.959
C 4.041 5.519 -3.698
C 3.061 5.014 -2.871
C 2.338 3.886 -3.264
C 2.650 3.222 -4.472
C 3.604 3.786 -5.285
C 1.311 3.282 -2.356
C 1.676 1.940 -1.926
C 2.995 1.398 -2.039
C 2.949 0.114 -1.504
C 1.668 -0.071 -0.974
N 0.884 1.075 -1.138
C 0.252 4.043 -1.937
C 0.022 5.419 -2.329
C -1.003 5.950 -1.589
C -1.374 4.908 -0.669
N -0.642 3.766 -0.862
H 4.658 6.385 -3.361
H 2.818 5.483 -1.886
H 2.047 2.376 -4.802
H 3.656 3.316 -6.309
H 3.842 1.943 -2.473
H 3.707 -0.695 -1.572
H 1.566 -1.074 -0.294
H 0.608 5.954 -3.054
H -1.506 6.952 -1.671
H -2.174 4.906 0.067
C -1.207 -7.072 -1.147
C 0.200 -7.374 -1.573
C 0.669 -8.703 -1.421
C 1.956 -9.081 -1.718
C 2.839 -8.080 -2.089
C 2.455 -6.743 -2.172
C 1.140 -6.377 -1.882
N 0.768 -4.985 -2.119
C 1.046 -3.883 -1.402
N 1.918 -4.067 -0.364
C 2.299 -3.176 0.640
C 2.139 -1.792 0.653
C 2.857 -1.056 1.639
C 3.586 -1.691 2.647
C 3.669 -3.060 2.611
C 3.082 -3.870 1.630
C 3.275 -5.329 1.779
N 0.428 -2.735 -1.513
C -0.133 -2.428 -2.765
C 0.601 -1.851 -3.817
C -0.024 -1.500 -4.996
C -1.426 -1.468 -5.119
C -2.183 -2.044 -4.090
C -1.566 -2.673 -3.016
C -2.438 -3.488 -2.083
H -1.242 -6.706 -0.113
H -1.780 -8.026 -1.194
H -1.685 -6.298 -1.800
H 0.011 -9.504 -0.993
H 2.305 -10.118 -1.791
H 3.823 -8.389 -2.369
H 3.136 -5.962 -2.552
H -0.099 -4.878 -2.676
H 2.415 -4.962 -0.285
H 2.842 0.077 1.584
H 4.288 -1.169 3.311
H 4.146 -3.539 3.448
H 2.742 -5.762 2.654
H 4.348 -5.546 1.867
H 2.893 -5.906 0.888
H 1.708 -1.741 -3.759
H 0.597 -1.188 -5.824
H -1.994 -1.122 -6.007
H -3.248 -2.102 -4.157
H -3.174 -2.799 -1.581
H -1.853 -3.823 -1.162
H -2.974 -4.331 -2.572
N 0.187 -1.281 2.895
C -0.442 -0.190 2.517
O -0.452 0.078 1.295
C -1.235 0.489 3.545
C -0.663 1.866 4.094
H 0.900 -1.701 2.239
H 0.268 -1.544 3.888
H -1.297 -0.071 4.505
H -2.285 0.660 3.211
H 0.411 1.751 4.233
H -1.155 2.144 5.075
O -3.733 -0.308 -1.399
N -2.975 0.404 -0.786
O -3.014 0.613 0.497
O -2.071 1.115 -1.373
*
```

Question: Which of these has the highest molar mass?
Answer: C51H47LuN12O6S

Question: Which value of molar mass does entry 4 give?
Answer: 1131.0 g mol⁻¹

Question: What is the formula in the first record?
Answer: C51H43MgN2O4P2S2

Question: Among the records above, which one has the lowest molar mass?
Answer: C51H43MgN2O4P2S2